No. 1
Below is a molecular structure, C9H18I2NNaPS at a distorted geometry, with properties calculated with ωB97M-V/def2-TZVPD.

Calculated values
LUMO   -3.83 eV
Largest force on an atom   0.0341 hartree/bohr
E_HOMO   -0.3729 Eh
Molecular weight   480.1 g/mol
Total charge   +1

Element x y z (Å)
C 0.751792 2.724697 0.813934
C 1.770753 2.660990 -0.311070
S 2.067931 1.026151 -1.035903
C 0.435288 0.285042 -1.269820
P -0.264807 -0.512144 0.261298
N -1.824401 -0.965434 -0.227360
C -2.703993 -0.051168 -0.379189
C -3.318633 0.674921 0.778567
C -3.216459 0.293445 -1.733471
C 0.521964 -2.210317 0.368508
I -0.580138 -3.192397 1.946415
C 1.998883 -2.272538 0.711573
C 2.914254 -2.112954 -0.502351
I 2.585354 -0.958439 2.344963
H -0.207771 2.303521 0.545826
H 1.127583 2.151159 1.655825
H 0.646775 3.746810 1.157289
H 1.490078 3.365701 -1.087066
H 2.729233 2.969442 0.083116
H -0.245575 1.043941 -1.635853
H 0.528119 -0.446570 -2.071814
H -4.295331 1.073177 0.541745
H -2.651064 1.477973 1.080084
H -3.427758 -0.036924 1.584953
H -4.034113 -0.398977 -1.937621
H -2.467457 0.140486 -2.497413
H -3.656890 1.281956 -1.766237
H 0.384292 -2.737784 -0.571875
H 2.182150 -3.259251 1.103854
H 3.741235 -1.450852 -0.306705
H 3.321728 -3.077515 -0.778959
H 2.347838 -1.743593 -1.344408
Na 1.349141 -1.792553 4.479161

Cartesian forces (eV/Å) of the 2 atoms listed first:
0.6 -0.3 0.3
-0.7 0.1 0.0

=====

No. 2
Below is a molecular structure, C18H16CrN6O2S2 at a distorted geometry, with properties calculated with ωB97M-V/def2-TZVPD.

Calculated values
Spin multiplicity   5
Energy relative to the best compared isomer or geometry (same formula, charge and spin)   0.409 eV
LUMO (alpha / beta)   -0.81 / -0.82 eV
Largest force on an atom   0.0255 hartree/bohr
E_HOMO (alpha / beta)   -0.1883 / -0.2674 Eh
Molecular weight   464.5 g/mol

Element x y z (Å)
Cr 0.450448 0.412903 -0.811115
N 4.089814 2.731830 -1.450779
C 2.898273 2.073622 -1.441510
S 2.775876 0.679283 -0.388556
N 1.936444 2.530197 -2.181404
N 0.756374 1.879359 -2.054044
C -0.319786 2.288914 -2.721215
C -1.513576 1.592654 -2.466586
C -2.755393 1.840924 -3.094487
C -3.845583 1.085434 -2.762413
C -3.716243 0.055808 -1.802229
C -2.487077 -0.145133 -1.223218
N -1.413568 0.594939 -1.515858
H 4.884221 2.296244 -1.025002
H 4.218608 3.485504 -2.100825
H -0.250887 3.124800 -3.405120
H -2.817285 2.621082 -3.841229
H -4.803919 1.273690 -3.228103
H -4.555370 -0.565966 -1.527448
H -2.338488 -0.922926 -0.480815
O 0.089216 -0.596015 1.042954
C 0.081622 0.566802 1.569718
O 0.012204 1.569736 0.809806
C 0.236652 0.788107 3.028065
C -0.238923 -0.113438 3.972562
C -0.038345 0.134865 5.320723
C 0.653085 1.266380 5.728941
C 1.127951 2.166967 4.785073
C 0.912001 1.935506 3.437459
H -0.773849 -0.995800 3.645056
H -0.423626 -0.559829 6.056103
H 0.823969 1.446822 6.782388
H 1.666430 3.052895 5.095244
H 1.272384 2.626717 2.688091
S 0.776514 -1.114351 -2.704489
C 0.443322 -2.647331 -2.061918
N 0.600859 -2.843564 -0.703843
C 0.466881 -4.064448 -0.153003
C 0.099861 -5.112592 -0.940669
C -0.115999 -4.851340 -2.300656
N 0.064547 -3.662346 -2.840953
H 0.840483 -2.044487 -0.124791
H 0.678422 -4.146641 0.903086
H -0.011387 -6.104976 -0.532348
H -0.437175 -5.630802 -2.980656

Cartesian forces (eV/Å) of the 2 atoms listed first:
0.3 0.1 0.4
0.1 0.0 0.1